ORCA calculation (wB97M-V/def2-TZVPD) on a 2-piece molecular cluster, C3H9NO2 overall.

Geometry as XYZ:
```
15
C3H9NO2 (wB97M-V/def2-TZVPD)
C -1.740 -1.545 -2.431
C -0.927 -0.813 -1.406
O -0.394 0.248 -1.585
O -1.053 -1.351 -0.167
H -2.692 -1.032 -2.536
H -1.907 -2.583 -2.157
H -1.247 -1.526 -3.402
H -0.354 -0.966 0.382
C 1.055 1.756 1.814
N 2.090 0.712 1.691
H 0.718 1.930 2.839
H 0.159 1.421 1.291
H 1.429 2.659 1.343
H 2.981 1.110 1.964
H 1.882 -0.021 2.360
```

Values from the calculation:
Kohn-Sham gap in eV: 10.3
Relative energy (zero: lowest compared OMol25 entry of this formula, charge and spin) in kcal/mol: 19.92
LUMO in eV: 0.82
Max |F| in eV/A: 1.30
HOMO in eV: -9.450